[1]
C3HClF2OS in the gas phase in a non-equilibrium geometry. Source: OMol25; level of theory: ωB97M-V/def2-TZVPD.

ΔE to the lowest compared entry with this formula, charge and spin = 0.5022 eV
Net charge = 0
SMILES = O=C(S)/C(F)=C(\F)Cl
DFT total energy = -1248.224167 hartree

Last columns: bonded neighbours and bond lengths (Å).
Atoms and positions in Å:
1 O -1.346 1.713 -0.184  C2 1.200
2 C -1.347 0.526 -0.014  O1 1.200, S3 1.765, C4 1.519
3 S -2.816 -0.452 0.051  C2 1.765, H9 1.322
4 C -0.010 -0.194 0.006  C2 1.519, F5 1.363, C6 1.377
5 F -0.111 -1.550 -0.085  C4 1.363
6 C 1.256 0.342 0.092  C4 1.377, F7 1.311, Cl8 1.746
7 F 1.452 1.638 0.123  C6 1.311
8 Cl 2.738 -0.572 -0.031  C6 1.746
9 H -2.190 -1.579 0.345  S3 1.322

Listed below, in e, are the Mulliken charges computed for each atom: number 1, O, carries -0.4856; number 2, C, carries 0.4576; number 3, S, carries -0.1730; number 4, C, carries 0.2948; number 5, F, carries -0.2912; number 6, C, carries 0.3308; number 7, F, carries -0.1742; number 8, Cl, carries -0.1137; number 9, H, carries 0.1546


[2]
2 unconnected molecules or ions with the total composition C3HClFO2 in a non-equilibrium geometry. Source: OMol25; level of theory: ωB97M-V/def2-TZVPD.

ΔE to the lowest compared entry with this formula, charge and spin = 1.8791 eV
Net charge = -1
DFT total energy = -825.443769 hartree

Last columns: bonded neighbours and bond lengths (Å).
Atoms and positions in Å:
1 C -1.176 0.330 -0.965  C2 1.312, F6 1.477, H8 1.197
2 C -1.996 0.461 0.051  C1 1.312, Cl7 1.803
3 C 1.954 -0.570 0.719  O4 1.152, O5 1.149
4 O 1.363 -1.556 0.659  C3 1.152
5 O 2.553 0.406 0.816  C3 1.149
6 F 0.296 0.207 -0.975  C1 1.477
7 Cl -1.208 0.593 1.668  C2 1.803
8 H -1.786 0.128 -1.975  C1 1.197

Listed below, in e, are the Mulliken charges computed for each atom: number 1, C, carries -0.1424; number 2, C, carries -0.5013; number 3, C, carries 0.7946; number 4, O, carries -0.3853; number 5, O, carries -0.4194; number 6, F, carries -0.2968; number 7, Cl, carries -0.2736; number 8, H, carries 0.2241


[3]
C3HClIN in the gas phase in a non-equilibrium geometry. Source: OMol25; level of theory: ωB97M-V/def2-TZVPD.

ΔE to the lowest compared entry with this formula, charge and spin = 1.5879 eV
Net charge = 0
SMILES = N#C/C(Cl)=C/I
DFT total energy = -927.459782 hartree

Last columns: bonded neighbours and bond lengths (Å).
Atoms and positions in Å:
1 N 2.213 1.522 1.229  C2 1.142
2 C 1.363 0.881 0.816  N1 1.142, C3 1.777
3 C 0.008 -0.135 0.279  C2 1.777, Cl4 1.713, C5 1.370
4 Cl -0.342 -1.185 1.588  C3 1.713
5 C -0.630 -0.084 -0.932  C3 1.370, I6 2.090, H7 1.002
6 I -2.310 -1.303 -1.185  C5 2.090
7 H -0.302 0.303 -1.796  C5 1.002

Listed below, in e, are the Mulliken charges computed for each atom: number 1, N, carries -0.3118; number 2, C, carries 0.0661; number 3, C, carries 0.2814; number 4, Cl, carries -0.1235; number 5, C, carries -0.5466; number 6, I, carries 0.1302; number 7, H, carries 0.5041